(1)
{
  "formula": "C29H55BBiCl2N3O6Si",
  "method": "the ωB97M-V functional and the def2-TZVPD basis",
  "de_lowest_kj_mol": 132.4,
  "species": ["C", "C", "H", "H", "H", "C", "C", "H", "H", "H", "H", "Bi", "Cl", "C", "O", "N", "C", "C", "H", "H", "H", "H", "H", "H", "H", "H", "H", "C", "C", "N", "H", "C", "O", "H", "H", "H", "H", "H", "H", "C", "C", "N", "H", "C", "O", "H", "H", "H", "H", "O", "C", "C", "C", "H", "C", "H", "C", "H", "C", "C", "H", "H", "H", "Si", "Cl", "C", "C", "C", "H", "H", "H", "H", "H", "H", "H", "H", "H", "C", "C", "C", "O", "B", "O", "C", "C", "C", "H", "H", "H", "H", "H", "H", "H", "H", "H", "H", "H", "H"],
  "positions_angstrom": [[2.669, -2.559, -2.689], [2.173, -1.632, -3.735], [1.886, -3.288, -2.438], [2.924, -2.022, -1.775], [3.552, -3.115, -3.032], [2.115, -2.106, -5.003], [2.281, -3.539, -5.384], [2.008, -1.447, -5.863], [1.659, -4.204, -4.768], [3.315, -3.909, -5.305], [1.948, -3.661, -6.425], [-0.785, 1.714, 0.464], [1.206, 3.246, 0.181], [-1.939, 4.550, -0.314], [-2.278, 3.336, -0.061], [-2.714, 5.368, -0.989], [-4.061, 4.987, -1.444], [-2.186, 6.687, -1.354], [-0.957, 4.935, 0.002], [-4.689, 4.666, -0.603], [-4.023, 4.170, -2.175], [-4.507, 5.863, -1.919], [-1.624, 7.083, -0.499], [-3.011, 7.361, -1.602], [-1.494, 6.601, -2.207], [-3.769, 2.599, 4.488], [-1.938, 0.202, 6.368], [-4.011, 1.526, 4.430], [-2.587, -0.237, 5.584], [-2.795, 0.715, 4.484], [-4.567, 1.306, 3.504], [-1.939, 0.795, 3.471], [-2.115, 1.610, 2.516], [-2.113, -1.144, 5.173], [-1.114, 0.068, 3.471], [-4.601, 1.236, 5.304], [-3.576, -0.462, 6.002], [0.051, -5.632, 3.556], [-0.621, -3.712, 0.623], [-1.022, -5.416, 3.422], [-1.283, -4.429, 1.127], [-1.217, -4.241, 2.575], [-1.459, -5.220, 4.412], [-1.382, -3.030, 3.151], [-1.484, -1.948, 2.550], [-2.319, -4.314, 0.761], [-1.368, -3.083, 4.262], [-1.492, -6.292, 2.955], [-0.935, -5.449, 0.916], [0.971, -0.266, -2.032], [1.795, -0.231, -3.247], [0.347, 0.172, -5.316], [1.243, 0.653, -4.360], [0.080, -0.884, -5.311], [-0.174, 1.007, -6.310], [2.763, 0.196, -2.921], [1.664, 1.988, -4.442], [-0.919, 0.607, -7.000], [0.276, 2.324, -6.407], [1.187, 2.813, -5.462], [2.347, 2.346, -3.664], [-0.116, 2.974, -7.188], [1.573, 3.833, -5.537], [-0.746, -0.413, -1.888], [1.673, -2.640, 0.212], [-1.554, -1.340, -3.327], [-1.166, 1.420, -2.283], [-1.420, -1.353, -0.449], [-1.730, -0.659, -4.176], [-2.535, -1.719, -2.998], [-0.954, -2.201, -3.656], [-1.804, -2.320, -0.812], [-2.293, -0.886, 0.022], [-0.691, -1.563, 0.336], [-0.893, 1.562, -3.345], [-0.564, 2.228, -1.795], [-2.233, 1.663, -2.204], [1.470, -1.120, 4.247], [1.990, -0.168, 3.171], [1.623, 1.267, 3.496], [1.336, -0.518, 1.926], [2.253, -1.300, 1.253], [3.550, -1.187, 1.645], [3.545, -0.408, 2.878], [4.306, 0.886, 2.573], [4.309, -1.264, 3.895], [0.393, -1.018, 4.408], [1.664, -2.175, 4.000], [1.937, -0.884, 5.208], [0.557, 1.369, 3.735], [2.169, 1.585, 4.397], [1.869, 1.938, 2.661], [4.421, 1.513, 3.466], [5.315, 0.610, 2.237], [3.800, 1.463, 1.790], [3.860, -2.268, 3.970], [5.341, -1.350, 3.538], [4.354, -0.810, 4.900]]
}



(2)
{
  "formula": "C26H28IN10O2STi",
  "method": "the ωB97M-V functional and the def2-TZVPD basis",
  "de_lowest_kj_mol": 44.2,
  "total_charge": 3,
  "species": ["Ti", "C", "C", "N", "C", "C", "C", "O", "C", "C", "N", "C", "C", "C", "C", "C", "C", "I", "C", "O", "H", "H", "H", "H", "H", "H", "H", "H", "H", "H", "H", "H", "N", "C", "N", "C", "N", "N", "C", "N", "C", "C", "C", "C", "C", "N", "H", "H", "H", "H", "H", "H", "H", "H", "S", "C", "N", "C", "C", "C", "N", "H", "H", "H", "H", "H", "H", "H", "H"],
  "positions_angstrom": [[-0.106, -0.036, -0.694], [2.842, 3.196, -1.198], [3.445, 1.827, -1.233], [4.764, 1.697, -1.192], [5.327, 0.494, -1.264], [4.626, -0.704, -1.355], [5.380, -2.013, -1.383], [4.776, -2.951, -2.260], [3.223, -0.603, -1.355], [2.367, -1.766, -1.405], [1.087, -1.805, -1.164], [0.521, -3.135, -1.196], [1.200, -4.234, -0.679], [0.636, -5.499, -0.757], [-0.610, -5.682, -1.336], [-1.319, -4.592, -1.821], [-0.745, -3.338, -1.731], [-1.781, -1.660, -2.389], [2.664, 0.674, -1.312], [1.314, 0.766, -1.371], [3.640, 3.933, -1.186], [2.225, 3.333, -0.306], [2.211, 3.370, -2.071], [6.411, 0.481, -1.247], [5.395, -2.440, -0.375], [6.417, -1.817, -1.655], [5.376, -3.172, -2.979], [2.867, -2.691, -1.676], [2.161, -4.108, -0.198], [1.175, -6.345, -0.355], [-1.043, -6.671, -1.399], [-2.299, -4.728, -2.259], [-1.408, 1.282, -3.647], [-1.936, 1.850, -2.558], [-2.925, 2.698, -2.733], [-3.368, 3.346, -1.656], [-4.431, 4.112, -1.748], [-2.724, 3.300, -0.443], [-1.800, 2.406, -0.347], [-1.436, 1.507, -1.317], [-0.976, 2.371, 0.882], [-1.047, 3.348, 1.857], [-0.119, 3.316, 2.890], [0.833, 2.306, 2.917], [0.811, 1.339, 1.929], [-0.081, 1.372, 0.931], [-1.763, 1.596, -4.539], [-0.492, 0.865, -3.631], [-4.903, 4.211, -2.634], [-4.730, 4.665, -0.960], [-1.789, 4.129, 1.772], [-0.128, 4.080, 3.656], [1.586, 2.264, 3.691], [1.517, 0.518, 1.924], [-0.562, -1.615, 1.111], [-1.743, -0.827, 2.148], [-2.915, -0.452, 1.661], [-4.039, 0.000, 2.507], [-3.840, -0.515, 3.922], [-2.444, -0.163, 4.401], [-1.461, -0.668, 3.425], [-3.093, -0.682, 0.694], [-4.954, -0.395, 2.071], [-4.089, 1.090, 2.481], [-3.981, -1.597, 3.950], [-4.581, -0.068, 4.582], [-2.217, -0.611, 5.365], [-2.321, 0.919, 4.492], [-0.599, -1.076, 3.755]]
}



(3)
{
  "formula": "C2H8N2S",
  "method": "the ωB97M-V functional and the def2-TZVPD basis",
  "de_lowest_kj_mol": 221.2,
  "species": ["C", "S", "H", "H", "H", "N", "C", "N", "H", "H", "H", "H", "H"],
  "positions_angstrom": [[-2.833, -1.502, 1.370], [-1.330, -0.982, 0.682], [-2.819, -2.614, 1.492], [-2.760, -1.147, 2.386], [-3.792, -1.263, 0.833], [1.016, 1.260, -1.669], [2.113, 0.885, -1.122], [2.081, 0.777, 0.205], [0.039, 1.321, -1.303], [1.049, 1.406, -2.661], [3.078, 0.804, -1.692], [2.954, 0.573, 0.793], [1.202, 0.481, 0.685]]
}



(4)
{
  "formula": "C46H36CdN6S4Se",
  "method": "the ωB97M-V functional and the def2-TZVPD basis",
  "de_lowest_kj_mol": 0.0,
  "species": ["Cd", "S", "C", "C", "C", "C", "C", "C", "C", "C", "C", "N", "H", "H", "H", "H", "H", "H", "N", "S", "N", "S", "N", "S", "N", "C", "C", "C", "C", "C", "C", "C", "C", "C", "C", "C", "C", "C", "C", "C", "C", "C", "C", "C", "C", "C", "C", "C", "C", "C", "C", "C", "C", "C", "C", "C", "C", "C", "C", "C", "C", "H", "H", "H", "H", "H", "H", "H", "H", "H", "H", "H", "H", "H", "H", "H", "H", "H", "H", "H", "H", "H", "H", "H", "H", "H", "H", "H", "H", "H", "H", "Se", "C", "N"],
  "positions_angstrom": [[0.758, 2.124, -0.519], [-4.282, 2.010, -0.743], [-4.230, 0.428, -1.349], [-2.983, 0.046, -1.698], [-1.975, 1.061, -1.454], [-2.568, 2.227, -0.953], [-2.061, 3.583, -0.675], [-2.951, 4.657, -0.508], [-2.475, 5.925, -0.261], [-1.104, 6.144, -0.187], [-0.282, 5.058, -0.360], [-0.743, 3.818, -0.589], [-5.141, -0.152, -1.417], [-2.740, -0.916, -2.125], [-4.016, 4.491, -0.590], [-3.171, 6.746, -0.133], [-0.685, 7.123, 0.000], [0.797, 5.163, -0.314], [0.780, 1.393, 1.510], [0.652, 0.292, 2.452], [1.116, -1.225, 2.132], [0.352, -1.829, 0.836], [-0.623, -1.732, -2.495], [-0.214, -0.355, -2.720], [-0.610, 0.904, -1.728], [-0.768, 0.356, -4.286], [-1.401, -0.516, -5.152], [-1.909, -0.031, -6.353], [-1.777, 1.313, -6.669], [-1.134, 2.181, -5.792], [-0.628, 1.707, -4.593], [1.565, -0.102, -2.844], [2.372, 0.041, -1.725], [3.751, 0.094, -1.863], [4.329, -0.027, -3.116], [3.522, -0.220, -4.232], [2.144, -0.263, -4.099], [-0.831, -3.022, 1.435], [-0.514, -3.832, 2.518], [-1.467, -4.721, 2.977], [-2.712, -4.796, 2.353], [-3.005, -3.985, 1.267], [-2.058, -3.078, 0.800], [1.597, -2.905, 0.129], [2.926, -2.747, 0.484], [3.883, -3.541, -0.139], [3.501, -4.467, -1.098], [2.159, -4.612, -1.436], [1.196, -3.827, -0.828], [-1.010, 0.081, 3.086], [-1.300, -0.882, 4.051], [-2.618, -1.094, 4.413], [-3.631, -0.349, 3.813], [-3.328, 0.610, 2.859], [-2.006, 0.831, 2.488], [1.601, 0.510, 3.932], [2.878, -0.023, 4.025], [3.656, 0.292, 5.127], [3.157, 1.130, 6.116], [1.878, 1.661, 6.008], [1.093, 1.357, 4.907], [-1.487, -1.559, -4.863], [-2.412, -0.703, -7.038], [-2.173, 1.689, -7.604], [-1.035, 3.231, -6.043], [-0.127, 2.373, -3.904], [1.951, 0.101, -0.728], [4.369, 0.234, -0.984], [5.405, 0.026, -3.224], [3.968, -0.329, -5.212], [1.521, -0.420, -4.970], [0.464, -3.757, 2.982], [-1.245, -5.358, 3.825], [-3.453, -5.498, 2.716], [-3.967, -4.056, 0.776], [-2.252, -2.435, -0.051], [3.197, -2.024, 1.241], [4.927, -3.423, 0.123], [4.250, -5.080, -1.587], [1.862, -5.338, -2.182], [0.151, -3.913, -1.108], [-0.498, -1.457, 4.500], [-2.861, -1.844, 5.155], [-4.663, -0.523, 4.092], [-4.116, 1.189, 2.396], [-1.739, 1.567, 1.740], [3.250, -0.675, 3.247], [4.655, -0.115, 5.212], [3.773, 1.379, 6.971], [1.493, 2.317, 6.778], [0.099, 1.777, 4.804], [4.231, 5.329, -0.009], [3.211, 4.023, -0.649], [2.541, 3.163, -1.077]]
}



(5)
{
  "formula": "C19H27N5O3Os",
  "method": "the ωB97M-V functional and the def2-TZVPD basis",
  "multiplicity": 5,
  "total_charge": 4,
  "species": ["N", "C", "C", "H", "H", "H", "N", "C", "C", "H", "H", "H", "N", "C", "C", "H", "H", "H", "Os", "C", "O", "C", "O", "C", "C", "C", "C", "C", "C", "H", "H", "H", "H", "H", "H", "C", "N", "C", "C", "O", "N", "C", "C", "H", "H", "H", "H", "H", "H", "H", "H", "H", "H", "H", "H"],
  "positions_angstrom": [[2.271, -0.368, -1.938], [2.928, -1.305, -2.170], [3.763, -2.409, -2.575], [4.189, -2.159, -3.549], [3.129, -3.302, -2.642], [4.561, -2.548, -1.847], [-1.972, -1.924, 2.044], [-2.522, -2.418, 2.932], [-3.201, -3.003, 4.074], [-3.393, -4.059, 3.869], [-4.161, -2.503, 4.237], [-2.603, -2.924, 5.002], [-0.210, 2.499, -1.588], [-0.919, 3.417, -1.671], [-1.807, 4.551, -1.830], [-1.908, 5.062, -0.861], [-2.775, 4.159, -2.186], [-1.371, 5.246, -2.568], [-1.024, -0.776, -0.583], [-1.407, 0.747, 0.544], [-1.565, 1.691, 1.213], [0.483, -1.585, 0.299], [1.480, -1.938, 0.791], [-0.993, -2.378, -1.955], [-0.817, -1.255, -2.779], [-1.697, -0.161, -2.658], [-2.742, -0.217, -1.719], [-3.051, -1.440, -1.104], [-2.180, -2.519, -1.224], [-0.228, -3.155, -1.854], [0.045, -1.211, -3.435], [-1.538, 0.753, -3.216], [-3.323, 0.664, -1.446], [-3.945, -1.497, -0.501], [-2.364, -3.460, -0.717], [2.763, 2.522, -1.680], [3.370, 2.826, -0.432], [4.279, 3.933, -0.408], [2.770, 2.198, 0.638], [1.790, 1.483, 0.411], [3.242, 2.361, 1.929], [4.513, 2.914, 2.344], [2.502, 1.657, 2.948], [3.279, 3.033, -2.491], [1.709, 2.800, -1.655], [2.797, 1.443, -1.817], [3.973, 4.712, 0.295], [5.290, 3.593, -0.179], [4.260, 4.333, -1.422], [4.524, 4.012, 2.348], [4.691, 2.585, 3.371], [5.354, 2.567, 1.730], [1.588, 1.288, 2.487], [3.083, 0.809, 3.326], [2.265, 2.323, 3.783]]
}



(6)
{
  "formula": "C6H7O",
  "method": "the ωB97M-V functional and the def2-TZVPD basis",
  "de_lowest_kj_mol": 552.0,
  "total_charge": 1,
  "species": ["C", "C", "C", "C", "C", "C", "O", "H", "H", "H", "H", "H", "H", "H"],
  "positions_angstrom": [[1.827, 1.050, -0.237], [0.565, 1.531, 0.078], [1.770, -0.377, -0.063], [-0.265, 0.369, 0.257], [2.688, -1.323, -0.014], [-4.035, -0.387, -0.003], [0.407, -0.714, 0.212], [2.606, 1.680, -0.485], [0.166, 2.568, 0.098], [2.505, -2.326, 0.108], [3.793, -0.988, 0.014], [-4.862, -0.527, -0.659], [-3.089, -0.732, -0.118], [-4.076, 0.175, 0.813]]
}



Taking the records one at a time from the top gives strongest force on any atom values of 4.0; 0.4; 3.4; 0.6; 6.3; 4.2 eV Å⁻¹.
Taking the records one at a time from the top gives calculated total energy values of -87161.114; -88444.999; -16016.503; -170473.151; -36153.854; -8368.473 eV.